[1]
The following is a DFT calculation (ωB97M-V/def2-TZVPD) of a cluster of 3 separate species, CH8N2O3 in total in a non-equilibrium geometry.

The geometry in XYZ format:
```
14
CH8N2O3 | the Open Molecules 2025 dataset | ωB97M-V/def2-TZVPD
N -0.80 -3.02 -1.33
C -0.40 -2.29 -0.30
N -1.28 -1.67 0.47
O 0.84 -2.08 -0.06
H -1.78 -3.28 -1.38
H -0.16 -3.64 -1.82
H -0.94 -1.07 1.21
H -2.27 -1.88 0.46
H 0.89 7.06 -2.42
H 1.52 5.88 -1.69
O 1.17 6.14 -2.55
H 1.30 -0.81 3.32
H 1.19 0.75 3.05
O 0.72 -0.08 3.03
```

As for the spin multiplicity: 2. The value obtained for the frontier orbital gap (alpha / beta) is 0.356 / 0.150 Ha. Its LUMO energy (alpha / beta) is -3.4763 / -9.0758 eV. The calculated total energy comes out at -10280.8628 eV. As for the total charge: +1.



[2]
The following is a DFT calculation (ωB97M-V/def2-TZVPD) of a cluster of 15 separate species, C24H78N4O19PS in total in a non-equilibrium geometry.

The geometry in XYZ format:
```
127
C24H78N4O19PS | the Open Molecules 2025 dataset | ωB97M-V/def2-TZVPD
C 3.91 3.68 6.95
C 2.78 2.85 7.49
C 3.06 2.02 8.71
N 1.61 2.83 6.92
C 1.36 2.24 5.71
N 0.69 0.84 5.74
C 0.64 0.58 4.40
N 0.87 -0.57 3.82
C 0.91 -0.80 2.36
O -0.31 -0.57 1.71
C -0.27 0.45 0.72
O 0.72 0.23 -0.22
C 1.70 1.28 -0.23
C 1.30 2.41 -1.15
O 1.24 1.94 -2.49
N 0.35 1.75 3.68
C 0.40 2.87 4.70
P 0.89 4.50 4.05
O -0.11 4.81 2.81
O 2.36 4.37 3.43
S 0.76 5.82 5.41
H 3.56 4.63 6.56
H 4.40 3.13 6.13
H 4.68 3.83 7.71
H 3.58 2.58 9.49
H 2.13 1.59 9.08
H 3.70 1.20 8.36
H 2.27 2.06 5.11
H 1.35 0.20 6.18
H 1.05 -1.37 4.41
H 1.15 -1.86 2.24
H 1.74 -0.23 1.96
H -1.25 0.40 0.23
H -0.16 1.45 1.15
H 2.65 0.84 -0.56
H 1.89 1.68 0.78
H 2.07 3.18 -1.07
H 0.36 2.88 -0.85
H 1.99 2.34 -2.94
H -0.63 1.62 3.40
H -0.64 2.94 5.05
H -0.44 4.01 2.39
H 2.43 3.80 2.65
C 1.36 -1.52 -3.12
O 0.53 -2.17 -2.16
H 1.36 -2.11 -4.03
H 0.99 -0.52 -3.35
H 2.39 -1.44 -2.76
H 0.54 -1.64 -1.36
C -1.22 -4.06 -0.28
O -1.15 -4.39 1.11
H -1.37 -4.98 -0.84
H -2.07 -3.39 -0.46
H -0.30 -3.58 -0.61
H -1.03 -3.58 1.60
C -3.79 0.54 2.26
O -2.64 0.85 3.05
H -4.67 0.85 2.81
H -3.77 1.07 1.30
H -3.84 -0.54 2.08
H -1.87 0.56 2.57
C -2.44 -3.23 -3.91
O -1.28 -3.66 -4.61
H -3.32 -3.56 -4.47
H -2.46 -3.68 -2.92
H -2.45 -2.14 -3.84
H -0.51 -3.36 -4.11
C -1.27 -5.19 -8.19
O -1.27 -5.62 -6.84
H -1.35 -6.06 -8.84
H -2.11 -4.52 -8.39
H -0.33 -4.66 -8.40
H -1.19 -4.83 -6.29
C 2.99 -4.18 -8.07
O 2.36 -3.69 -6.88
H 4.01 -3.81 -8.08
H 2.99 -5.27 -8.08
H 2.46 -3.80 -8.96
H 1.46 -4.02 -6.87
C -4.98 -3.50 3.66
O -3.78 -2.98 4.23
H -5.28 -4.37 4.23
H -5.78 -2.76 3.70
H -4.81 -3.79 2.62
H -3.53 -2.21 3.72
C -1.09 1.73 -4.99
O -0.67 2.92 -4.32
H -1.65 2.02 -5.88
H -0.22 1.14 -5.30
H -1.72 1.12 -4.35
H -0.16 2.65 -3.55
C 2.20 4.32 -5.62
O 2.53 4.21 -4.23
H 2.11 3.31 -6.02
H 1.24 4.82 -5.73
H 2.97 4.86 -6.16
H 2.61 5.08 -3.85
C 3.15 0.60 -6.35
O 3.02 -0.54 -7.18
H 3.14 1.48 -7.00
H 2.30 0.67 -5.66
H 4.09 0.59 -5.79
H 3.02 -1.33 -6.63
C 5.41 2.10 0.42
O 4.45 3.16 0.35
H 4.99 1.31 1.05
H 5.61 1.69 -0.58
H 6.35 2.44 0.86
H 4.82 3.85 -0.20
C -1.51 -0.16 8.34
O -0.28 0.26 8.94
H -1.82 -1.10 8.80
H -2.29 0.58 8.49
H -1.36 -0.33 7.27
H -0.03 1.10 8.53
C -2.49 -1.02 -7.30
O -1.99 -1.00 -5.97
H -3.09 -0.12 -7.43
H -1.67 -1.00 -8.03
H -3.11 -1.89 -7.48
H -1.45 -1.78 -5.85
C -8.34 -1.17 5.84
O -7.23 -1.56 5.03
H -9.24 -1.52 5.34
H -8.28 -1.62 6.83
H -8.39 -0.08 5.94
H -6.43 -1.25 5.47
```

The value obtained for the frontier orbital gap is 0.294 Ha. Its LUMO energy is -3.3633 eV. The calculated total energy comes out at -91127.5171 eV. As for the total charge: +1.



[3]
The following is a DFT calculation (ωB97M-V/def2-TZVPD) of a cluster of 2 separate species, C2H2ClNS in total in a non-equilibrium geometry.

The geometry in XYZ format:
```
7
C2H2ClNS | the Open Molecules 2025 dataset | ωB97M-V/def2-TZVPD
C -0.72 0.71 -0.10
C -3.06 -0.02 -0.06
N 0.16 -0.11 0.02
S -3.70 -1.45 0.35
Cl -3.73 1.49 -0.31
H -0.64 1.84 -0.04
H 1.09 -0.29 0.21
```

The value obtained for the frontier orbital gap (alpha / beta) is 0.272 / 0.275 Ha. Its LUMO energy (alpha / beta) is -0.2678 / -0.2297 eV. The calculated total energy comes out at -26949.4209 eV.



[4]
The following is a DFT calculation (ωB97M-V/def2-TZVPD) of a structure of composition C13H12NO6SZn in a non-equilibrium geometry.

The geometry in XYZ format:
```
34
C13H12NO6SZn | the Open Molecules 2025 dataset | ωB97M-V/def2-TZVPD
Zn -1.28 0.12 0.28
O -0.82 0.04 4.21
C -0.32 0.14 3.07
O -0.79 0.86 2.11
C 1.09 -0.52 2.79
C 1.98 0.46 1.84
C 3.47 0.13 1.88
C 3.43 -1.19 0.98
C 1.97 -1.24 0.61
O 1.54 0.09 0.58
C 1.06 -1.79 1.98
C -0.25 -2.44 1.42
O -0.49 -3.57 1.83
O -0.86 -1.78 0.56
H 1.77 -0.71 3.73
H 1.62 1.34 1.96
H 3.60 0.15 2.97
H 3.79 0.89 1.44
H 3.76 -2.32 1.25
H 4.08 -1.39 -0.14
H 1.43 -1.91 -0.20
H 1.57 -2.62 2.64
O -0.67 1.08 -1.49
N -1.63 1.33 -2.19
C -1.34 1.95 -3.50
C -2.18 1.99 -4.42
C -3.62 1.66 -4.33
C -3.93 1.02 -3.03
C -2.97 1.00 -2.02
S -3.52 0.26 -0.48
H -0.38 1.54 -3.60
H -1.89 2.27 -5.30
H -4.20 2.37 -4.80
H -5.02 0.80 -2.61
```

As for the spin multiplicity: 2. The value obtained for the frontier orbital gap (alpha / beta) is 0.143 / 0.210 Ha. Its LUMO energy (alpha / beta) is 4.9274 / 4.9243 eV. The calculated total energy comes out at -86698.5702 eV. As for the total charge: -2.



[5]
The following is a DFT calculation (ωB97M-V/def2-TZVPD) of a structure of composition C9H16MoO10P3S6 in a non-equilibrium geometry.

The geometry in XYZ format:
```
45
C9H16MoO10P3S6 | the Open Molecules 2025 dataset | ωB97M-V/def2-TZVPD
Mo -0.19 -0.03 0.11
O -3.58 -2.66 -0.48
P -2.53 -1.58 -0.87
O -1.98 -1.74 -2.20
O -1.40 -1.50 0.29
O -3.31 -0.15 -0.59
P -2.51 1.17 -0.13
O -3.47 2.36 -0.34
O -1.92 0.93 1.24
O -1.22 1.33 -0.99
H -4.04 -2.57 0.37
H -4.29 2.41 0.17
O 5.34 0.60 4.19
C 4.38 0.49 3.51
S 3.60 1.89 2.68
C 2.37 0.96 1.92
C 2.35 -0.42 2.16
S 1.19 -1.36 1.47
S 3.57 -1.08 3.20
S 1.25 1.68 0.92
C 0.11 3.51 -4.31
C 1.30 2.67 -3.95
C 1.78 2.91 -2.54
O 1.08 1.23 -4.15
P -0.05 0.20 -3.80
S -1.85 0.68 -4.12
S 0.90 -0.39 -1.83
O 0.37 -1.10 -4.57
C 1.73 -1.66 -4.67
C 2.11 -1.60 -6.13
C 1.69 -3.05 -4.10
H 0.42 4.56 -4.32
H -0.70 3.40 -3.58
H -0.28 3.25 -5.29
H 2.11 2.87 -4.65
H 0.96 2.76 -1.83
H 2.14 3.94 -2.44
H 2.60 2.23 -2.28
H 2.41 -1.03 -4.10
H 1.44 -2.23 -6.72
H 3.13 -1.97 -6.25
H 2.06 -0.58 -6.51
H 0.99 -3.67 -4.66
H 1.37 -3.04 -3.05
H 2.68 -3.50 -4.15
```

The value obtained for the frontier orbital gap (alpha / beta) is 0.191 / 0.196 Ha. Its LUMO energy (alpha / beta) is -6.2989 / -6.1617 eV. The calculated total energy comes out at -124803.9057 eV. As for the total charge: +1.



[6]
The following is a DFT calculation (ωB97M-V/def2-TZVPD) of the ion C4H8NO with charge +1 in a non-equilibrium geometry.

The geometry in XYZ format:
```
14
C4H8NO | the Open Molecules 2025 dataset | ωB97M-V/def2-TZVPD
O 2.40 -0.25 0.10
C 1.22 0.50 0.27
N 0.33 -0.02 -0.78
C -1.12 0.10 -0.55
C -1.98 -1.01 0.12
C -1.65 -0.03 0.87
H 3.05 -0.11 0.84
H 1.48 1.56 0.11
H 0.73 0.35 1.12
H 0.53 0.27 -1.73
H 0.52 -1.02 -0.82
H -1.56 0.92 -1.08
H -2.54 -1.77 -0.19
H -1.41 0.52 1.72
```

The value obtained for the frontier orbital gap is 0.449 Ha. Its LUMO energy is -3.1490 eV. The calculated total energy comes out at -7804.9671 eV. Its structure (SMILES) is OC[NH2+]C1C=C1. As for the total charge: +1.